No. 1
Below is an isolated molecule of C21H32N4O4S3 in a non-equilibrium geometry, with properties calculated with wB97M-V/def2-TZVPD.

Values from the calculation:
spin multiplicity = 1
SMILES string = CCN(CC)c1ccc(S(=O)(=O)N2CCOCC2)cc1NC(=O)CSC(=S)N1CCCC1
HOMO energy = -8.13 eV
strongest force on any atom = 0.021 hartree/bohr
Kohn-Sham gap = 8.406 eV
molar mass = 500.712 g/mol
E_LUMO = 0.28 eV
electronic energy = -2533.97039 hartree

Atoms and positions in Å:
C1 3.906 -2.783 -0.551
H1 4.617 -2.886 -1.367
H2 4.335 -2.124 0.201
H3 3.749 -3.765 -0.112
C2 2.600 -2.192 -1.086
N1 1.630 -1.864 -0.047
C3 1.860 -0.652 0.617
C4 2.231 -0.577 1.959
C5 2.454 0.643 2.574
C6 2.331 1.801 1.836
C7 1.945 1.771 0.510
C8 1.664 0.555 -0.098
N2 1.122 0.467 -1.382
C9 0.878 1.478 -2.254
O1 1.187 2.638 -2.100
C10 0.128 1.014 -3.497
H4 0.200 1.778 -4.269
H5 0.477 0.046 -3.862
S1 -1.643 0.842 -3.128
C11 -1.803 -0.905 -2.846
N3 -3.039 -1.301 -2.582
C12 -4.194 -0.428 -2.506
C13 -5.291 -1.323 -1.936
H6 -6.283 -1.010 -2.253
C14 -4.909 -2.706 -2.462
C15 -3.388 -2.693 -2.366
H7 -2.900 -3.324 -3.113
H8 -3.041 -3.008 -1.375
H9 -5.350 -3.514 -1.884
H10 -5.218 -2.810 -3.503
H11 -5.253 -1.314 -0.846
H12 -3.977 0.438 -1.877
H13 -4.449 -0.066 -3.509
S2 -0.534 -1.961 -2.915
H14 0.789 -0.466 -1.624
H15 1.864 2.693 -0.042
S3 2.593 3.384 2.633
O2 3.131 4.306 1.681
O3 3.296 3.149 3.861
N4 1.094 3.964 3.062
C16 0.401 3.326 4.155
H16 1.153 2.843 4.777
C17 -0.634 2.322 3.637
H17 -1.255 1.951 4.455
O4 -1.520 2.935 2.725
C18 -0.829 3.463 1.610
H18 -1.587 3.931 0.980
C19 0.222 4.493 2.040
H19 0.848 4.795 1.202
H20 -0.284 5.376 2.449
H21 -0.350 2.644 1.054
H22 -0.125 1.476 3.150
H23 -0.109 4.102 4.738
H24 2.757 0.707 3.606
H25 2.369 -1.484 2.525
C20 1.186 -2.978 0.777
C21 0.508 -4.058 -0.059
H26 -0.191 -3.607 -0.758
H27 -0.035 -4.736 0.594
H28 1.233 -4.638 -0.623
H29 2.004 -3.432 1.355
H30 0.459 -2.570 1.485
H31 2.130 -2.885 -1.787
H32 2.840 -1.275 -1.628


No. 2
Below is a cluster of 9 separate species, C36H95BF4N7O11 in total in a non-equilibrium geometry, with properties calculated with wB97M-V/def2-TZVPD.

Values from the calculation:
spin multiplicity = 1
HOMO energy = -5.50 eV
strongest force on any atom = 0.040 hartree/bohr
Kohn-Sham gap = 7.739 eV
molar mass = 888.998 g/mol
E_LUMO = 2.24 eV
electronic energy = -3063.97209 hartree
net charge = -1

Atoms and positions in Å:
B1 -0.426 0.902 0.143
F1 -1.806 1.090 0.067
F2 -0.112 0.607 1.503
F3 0.061 -0.171 -0.616
F4 0.277 2.078 -0.200
C1 -3.100 0.598 3.512
C2 -2.028 1.638 3.810
O1 -1.857 2.489 2.685
H1 -3.238 -0.119 4.328
H2 -2.837 0.025 2.621
H3 -4.059 1.086 3.324
H4 -1.078 1.124 4.002
H5 -2.330 2.273 4.644
H6 -1.750 1.873 1.948
C3 -3.261 3.451 -4.105
O2 -2.954 2.180 -4.622
C4 -1.655 1.719 -4.262
C5 -1.582 0.196 -4.398
N1 -2.755 -0.474 -3.811
C6 -2.821 -0.281 -2.374
C7 -3.961 -1.040 -1.764
O3 -5.192 -0.537 -2.266
C8 -6.279 -1.304 -1.851
H7 -2.415 4.142 -4.202
H8 -3.543 3.411 -3.046
H9 -4.120 3.807 -4.672
H10 -1.420 2.046 -3.246
H11 -0.987 2.132 -5.028
H12 -0.650 -0.128 -3.930
H13 -1.615 -0.094 -5.451
H14 -3.539 -0.057 -4.300
H15 -2.884 0.773 -2.073
H16 -1.872 -0.622 -1.954
H17 -3.945 -1.004 -0.670
H18 -3.862 -2.083 -2.103
H19 -7.151 -0.962 -2.408
H20 -6.518 -1.192 -0.781
H21 -6.138 -2.384 -1.995
C9 1.957 -1.926 -5.730
O4 3.045 -1.544 -4.946
C10 2.840 -1.663 -3.552
C11 3.857 -0.769 -2.862
N2 3.743 0.677 -3.061
C12 2.629 1.188 -2.242
C13 2.424 2.644 -2.558
O5 1.740 2.832 -3.794
C14 1.121 4.082 -3.931
H22 1.128 -1.210 -5.695
H23 1.543 -2.900 -5.423
H24 2.288 -2.090 -6.756
H25 2.855 -2.702 -3.207
H26 1.838 -1.257 -3.333
H27 4.813 -1.122 -3.270
H28 3.875 -0.945 -1.786
H29 3.434 0.792 -4.025
H30 2.874 1.199 -1.178
H31 1.700 0.627 -2.377
H32 3.408 3.113 -2.702
H33 1.925 3.168 -1.737
H34 0.604 3.989 -4.886
H35 1.800 4.936 -3.849
H36 0.336 4.205 -3.169
C15 4.842 2.777 0.192
O6 3.940 3.472 1.013
C16 2.916 2.673 1.581
C17 1.868 3.494 2.267
N3 0.918 4.187 1.383
C18 1.434 5.446 0.850
C19 0.343 6.107 0.027
O7 -0.754 6.331 0.893
C20 -1.563 7.372 0.430
H37 4.808 1.699 0.396
H38 5.864 3.120 0.356
H39 4.588 2.908 -0.864
H40 3.428 2.010 2.313
H41 2.498 1.891 0.933
H42 2.303 4.151 3.025
H43 1.214 2.840 2.859
H44 0.828 3.538 0.598
H45 2.352 5.280 0.261
H46 1.763 6.153 1.618
H47 0.080 5.473 -0.833
H48 0.686 7.076 -0.364
H49 -1.015 8.301 0.227
H50 -2.346 7.534 1.172
H51 -2.091 7.082 -0.495
C21 -0.013 -6.645 0.241
C22 -0.716 -5.639 1.138
C23 -1.845 -4.933 0.433
O8 -2.408 -3.875 1.170
C24 -1.794 -2.625 1.001
N4 -1.183 -6.302 2.360
H52 0.879 -7.005 0.752
H53 0.338 -6.150 -0.670
H54 -0.680 -7.433 -0.110
H55 0.014 -4.863 1.425
H56 -2.673 -5.630 0.248
H57 -1.571 -4.601 -0.580
H58 -0.709 -2.639 1.157
H59 -2.272 -1.942 1.702
H60 -1.929 -2.150 0.018
H61 -0.468 -6.907 2.753
H62 -1.290 -5.610 3.098
C25 -5.677 5.039 2.961
C26 -4.239 4.628 2.621
C27 -3.955 4.831 1.140
O9 -2.677 4.402 0.802
C28 -2.637 4.001 -0.543
N5 -3.247 5.361 3.428
H63 -6.339 4.202 2.726
H64 -5.968 5.975 2.472
H65 -5.801 5.261 4.024
H66 -4.139 3.555 2.783
H67 -4.164 5.886 0.871
H68 -4.733 4.275 0.586
H69 -1.616 3.821 -0.868
H70 -3.115 4.755 -1.191
H71 -3.231 3.085 -0.676
H72 -3.486 5.168 4.399
H73 -3.465 6.353 3.334
C29 2.141 -5.298 5.389
C30 2.301 -5.067 3.892
C31 2.417 -3.604 3.536
O10 1.130 -3.028 3.525
C32 1.187 -1.630 3.371
N6 3.446 -5.839 3.351
H74 2.176 -6.352 5.672
H75 1.199 -4.873 5.742
H76 2.955 -4.833 5.955
H77 1.422 -5.459 3.372
H78 2.957 -3.458 2.589
H79 3.020 -3.044 4.273
H80 1.632 -1.283 2.437
H81 1.721 -1.189 4.229
H82 0.195 -1.186 3.446
H83 3.230 -6.819 3.498
H84 4.278 -5.630 3.895
C33 3.971 -6.899 -0.551
C34 4.300 -5.426 -0.428
C35 3.053 -4.557 -0.533
O11 3.362 -3.220 -0.204
C36 2.212 -2.420 -0.181
N7 4.986 -5.189 0.852
H85 3.319 -7.220 0.264
H86 4.865 -7.514 -0.605
H87 3.387 -7.030 -1.469
H88 4.937 -5.075 -1.248
H89 2.234 -4.924 0.104
H90 2.671 -4.538 -1.569
H91 1.451 -2.870 0.481
H92 1.706 -2.384 -1.153
H93 2.355 -1.418 0.213
H94 4.906 -4.191 1.033
H95 4.410 -5.606 1.592


No. 3
Below is a structure of composition C2H2NO3P in a non-equilibrium geometry, with properties calculated with wB97M-V/def2-TZVPD.

Values from the calculation:
energy above the lowest of the compared OMol25 structures with the same formula, charge and spin = 7.3 kcal per mole
spin multiplicity = 1
HOMO energy = 0.38 eV
strongest force on any atom = 0.079 hartree/bohr
Kohn-Sham gap = 6.957 eV
molar mass = 119.016 g/mol
E_LUMO = 7.34 eV
electronic energy = -699.25406 hartree
net charge = -2

Atoms and positions in Å:
C1 0.415 -1.574 1.236
C2 0.402 -0.308 -0.224
N1 0.276 -2.458 1.995
O1 0.027 1.474 -1.649
O2 -2.058 0.639 -0.378
O3 -0.228 2.178 0.689
P1 -0.646 1.168 -0.369
H1 0.360 -1.033 -1.078
H2 1.452 -0.085 -0.222